1.
{
  "formula": "C28H56O21",
  "method": "the ωB97M-V functional and the def2-TZVPD basis",
  "homo_ev": -10.731,
  "smiles": "CCOC(=O)OC.CCOC(=O)OC.CCOC(=O)OC.CCOC(=O)OC.CCOC(=O)OC.CCOC(=O)OC.CCOC(=O)OC",
  "e_tot_ev": -72942.2896,
  "homo_lumo_gap_ev": 11.245,
  "de_lowest_kj_mol": 80.44,
  "spin_multiplicity": 1,
  "symbols": ["C", "C", "O", "C", "O", "O", "C", "H", "H", "H", "H", "H", "H", "H", "H", "C", "C", "O", "C", "O", "O", "C", "H", "H", "H", "H", "H", "H", "H", "H", "C", "C", "O", "C", "O", "O", "C", "H", "H", "H", "H", "H", "H", "H", "H", "C", "C", "O", "C", "O", "O", "C", "H", "H", "H", "H", "H", "H", "H", "H", "C", "C", "O", "C", "O", "O", "C", "H", "H", "H", "H", "H", "H", "H", "H", "C", "C", "O", "C", "O", "O", "C", "H", "H", "H", "H", "H", "H", "H", "H", "C", "C", "O", "C", "O", "O", "C", "H", "H", "H", "H", "H", "H", "H", "H"],
  "xyz": [[-1.514, 2.019, 2.033], [-0.797, 0.959, 1.196], [-1.440, 0.980, -0.077], [-0.735, 0.516, -1.101], [0.286, -0.111, -0.948], [-1.280, 0.860, -2.247], [-0.599, 0.456, -3.440], [-1.247, 3.021, 1.696], [-1.261, 1.896, 3.089], [-2.603, 1.948, 1.993], [-0.924, -0.017, 1.663], [0.240, 1.288, 1.145], [-1.334, 0.558, -4.232], [-0.326, -0.591, -3.315], [0.285, 1.062, -3.636], [-0.874, 6.609, 1.989], [-0.837, 6.210, 0.542], [0.364, 5.503, 0.246], [0.409, 4.879, -0.911], [-0.448, 4.844, -1.756], [1.579, 4.240, -1.009], [1.675, 3.326, -2.086], [0.053, 7.091, 2.303], [-1.075, 5.779, 2.668], [-1.676, 7.325, 2.177], [-0.889, 7.097, -0.095], [-1.726, 5.639, 0.265], [1.059, 2.432, -1.993], [2.715, 3.015, -2.148], [1.413, 3.838, -3.013], [-0.940, -0.358, 5.174], [-1.428, -0.821, 6.533], [-1.848, -2.183, 6.391], [-2.548, -2.717, 7.393], [-2.718, -2.225, 8.475], [-3.010, -3.897, 6.973], [-3.836, -4.580, 7.907], [-0.238, 0.472, 5.294], [-1.740, -0.073, 4.489], [-0.376, -1.096, 4.601], [-2.283, -0.191, 6.778], [-0.621, -0.783, 7.262], [-3.340, -4.702, 8.867], [-4.085, -5.558, 7.501], [-4.783, -4.053, 8.035], [1.470, -1.707, 2.433], [2.938, -1.972, 2.068], [3.473, -3.156, 2.682], [3.747, -3.051, 3.974], [3.662, -2.056, 4.641], [4.172, -4.245, 4.390], [4.622, -4.294, 5.734], [1.288, -0.766, 1.921], [1.400, -1.588, 3.511], [0.907, -2.582, 2.120], [3.589, -1.150, 2.363], [2.995, -2.110, 0.992], [5.411, -3.579, 5.952], [4.998, -5.306, 5.879], [3.794, -4.191, 6.436], [7.633, -4.475, 1.055], [7.432, -3.180, 0.299], [6.165, -3.206, -0.350], [5.673, -2.063, -0.793], [6.273, -1.027, -0.920], [4.391, -2.253, -1.111], [3.658, -1.069, -1.415], [7.921, -5.318, 0.430], [6.699, -4.790, 1.524], [8.359, -4.263, 1.839], [8.265, -2.964, -0.376], [7.463, -2.317, 0.972], [3.479, -0.372, -0.595], [2.674, -1.437, -1.698], [4.156, -0.555, -2.233], [-2.269, 4.695, -5.150], [-1.733, 3.317, -4.883], [-2.076, 2.314, -5.830], [-1.678, 2.381, -7.090], [-1.100, 3.276, -7.633], [-2.043, 1.228, -7.642], [-1.795, 0.988, -9.021], [-1.868, 5.165, -6.049], [-2.129, 5.378, -4.316], [-3.334, 4.594, -5.388], [-1.996, 2.976, -3.880], [-0.634, 3.276, -4.814], [-0.821, 0.515, -9.131], [-1.788, 1.909, -9.605], [-2.624, 0.388, -9.382], [-5.252, -2.461, -1.006], [-4.152, -1.380, -1.160], [-4.395, -0.595, -2.322], [-3.937, -1.045, -3.464], [-3.396, -2.104, -3.657], [-4.138, -0.120, -4.410], [-4.093, -0.593, -5.739], [-5.658, -2.698, -1.984], [-6.036, -2.022, -0.383], [-4.890, -3.346, -0.491], [-3.221, -1.941, -1.254], [-4.125, -0.718, -0.306], [-4.101, 0.203, -6.476], [-4.924, -1.271, -5.948], [-3.198, -1.170, -5.983]]
}

***

2.
{
  "formula": "C28H58BFO16S",
  "method": "the ωB97M-V functional and the def2-TZVPD basis",
  "homo_ev": -9.709,
  "smiles": "BS(=O)(=O)F.CCOC(C)=O.CCOC(C)=O.CCOC(C)=O.CCOC(C)=O.CCOC(C)=O.CCOC(C)=O.CCOC(C)=O",
  "e_tot_ev": -76962.0269,
  "homo_lumo_gap_ev": 8.941,
  "spin_multiplicity": 1,
  "symbols": ["B", "S", "O", "O", "F", "H", "H", "C", "C", "O", "C", "C", "O", "H", "H", "H", "H", "H", "H", "H", "H", "C", "C", "O", "C", "C", "O", "H", "H", "H", "H", "H", "H", "H", "H", "C", "C", "O", "C", "C", "O", "H", "H", "H", "H", "H", "H", "H", "H", "C", "C", "O", "C", "C", "O", "H", "H", "H", "H", "H", "H", "H", "H", "C", "C", "O", "C", "C", "O", "H", "H", "H", "H", "H", "H", "H", "H", "C", "C", "O", "C", "C", "O", "H", "H", "H", "H", "H", "H", "H", "H", "C", "C", "O", "C", "C", "O", "H", "H", "H", "H", "H", "H", "H", "H"],
  "xyz": [[-0.309, 2.188, 3.120], [-2.165, 2.362, 2.874], [-2.598, 1.188, 1.933], [-2.407, 3.702, 2.138], [-3.089, 2.215, 4.334], [0.347, 3.175, 3.247], [0.202, 1.104, 3.096], [3.709, 3.460, -1.954], [2.500, 2.580, -1.703], [1.974, 2.797, -0.381], [1.090, 3.764, -0.056], [0.846, 4.880, -1.032], [0.554, 3.774, 1.049], [3.452, 4.522, -1.908], [4.139, 3.251, -2.938], [4.473, 3.286, -1.191], [1.722, 2.706, -2.462], [2.807, 1.530, -1.747], [1.519, 5.709, -0.806], [-0.191, 5.215, -0.922], [0.960, 4.585, -2.073], [-3.184, -3.927, -0.218], [-1.978, -3.121, 0.223], [-1.130, -2.811, -0.898], [-1.296, -1.748, -1.713], [-2.592, -0.991, -1.664], [-0.432, -1.452, -2.536], [-3.810, -3.367, -0.917], [-3.795, -4.209, 0.645], [-2.866, -4.837, -0.737], [-2.254, -2.215, 0.771], [-1.376, -3.724, 0.910], [-3.278, -1.404, -2.407], [-2.390, 0.058, -1.902], [-3.065, -0.994, -0.684], [2.688, 0.927, -7.828], [3.108, 1.726, -6.610], [2.020, 2.536, -6.127], [1.066, 2.108, -5.273], [0.926, 0.634, -5.023], [0.277, 2.904, -4.770], [1.880, 0.229, -7.594], [3.533, 0.358, -8.225], [2.313, 1.594, -8.611], [3.514, 1.097, -5.813], [3.907, 2.419, -6.894], [0.194, 0.219, -5.719], [0.572, 0.489, -3.997], [1.862, 0.085, -5.100], [-2.682, -6.966, -4.483], [-3.543, -7.840, -3.591], [-4.186, -7.054, -2.571], [-5.358, -6.403, -2.729], [-5.902, -6.217, -4.117], [-5.929, -5.903, -1.763], [-3.279, -6.221, -5.015], [-2.151, -7.575, -5.221], [-1.948, -6.416, -3.886], [-4.273, -8.428, -4.155], [-2.903, -8.560, -3.071], [-5.556, -5.260, -4.514], [-6.995, -6.212, -4.062], [-5.637, -7.019, -4.803], [3.507, 1.633, 8.255], [2.062, 1.543, 7.806], [1.877, 2.204, 6.540], [2.081, 1.626, 5.337], [2.826, 0.324, 5.275], [1.732, 2.195, 4.305], [4.179, 1.129, 7.557], [3.631, 1.181, 9.244], [3.827, 2.679, 8.304], [1.695, 0.513, 7.770], [1.429, 2.072, 8.526], [3.889, 0.524, 5.126], [2.444, -0.254, 4.427], [2.688, -0.303, 6.155], [7.298, 4.749, 3.156], [7.987, 3.588, 2.468], [7.129, 2.996, 1.476], [7.019, 3.429, 0.201], [7.579, 4.776, -0.157], [6.404, 2.768, -0.631], [7.062, 5.552, 2.453], [7.932, 5.159, 3.949], [6.349, 4.425, 3.596], [8.954, 3.865, 2.038], [8.192, 2.805, 3.206], [6.796, 5.530, -0.055], [7.917, 4.744, -1.199], [8.448, 5.061, 0.433], [-6.244, -0.654, 2.903], [-6.288, -2.018, 3.563], [-7.612, -2.579, 3.493], [-8.090, -3.288, 2.447], [-7.338, -3.258, 1.148], [-9.161, -3.883, 2.535], [-6.485, -0.712, 1.839], [-5.251, -0.207, 3.010], [-6.982, 0.015, 3.358], [-5.546, -2.709, 3.154], [-6.055, -1.909, 4.627], [-7.738, -2.459, 0.519], [-7.480, -4.219, 0.643], [-6.263, -3.134, 1.265]]
}

***

3.
{
  "formula": "C28H58Cl24FNO2S",
  "method": "the ωB97M-V functional and the def2-TZVPD basis",
  "homo_ev": -9.807,
  "e_tot_ev": -349655.7530,
  "homo_lumo_gap_ev": 10.087,
  "de_lowest_kj_mol": 0.00,
  "spin_multiplicity": 1,
  "symbols": ["C", "C", "C", "N", "C", "S", "O", "O", "F", "H", "H", "H", "H", "H", "H", "H", "H", "H", "H", "Cl", "C", "C", "Cl", "H", "H", "H", "H", "Cl", "C", "C", "Cl", "H", "H", "H", "H", "Cl", "C", "C", "Cl", "H", "H", "H", "H", "Cl", "C", "C", "Cl", "H", "H", "H", "H", "Cl", "C", "C", "Cl", "H", "H", "H", "H", "Cl", "C", "C", "Cl", "H", "H", "H", "H", "Cl", "C", "C", "Cl", "H", "H", "H", "H", "Cl", "C", "C", "Cl", "H", "H", "H", "H", "Cl", "C", "C", "Cl", "H", "H", "H", "H", "Cl", "C", "C", "Cl", "H", "H", "H", "H", "Cl", "C", "C", "Cl", "H", "H", "H", "H", "Cl", "C", "C", "Cl", "H", "H", "H", "H"],
  "xyz": [[-0.015, -2.516, 1.363], [1.036, -1.673, 0.647], [1.816, -2.473, -0.398], [1.471, -2.185, -1.820], [1.690, -0.770, -2.212], [0.014, -2.687, -2.345], [-1.086, -2.000, -1.748], [0.039, -2.852, -3.754], [0.027, -4.117, -1.709], [-0.811, -2.810, 0.680], [0.424, -3.400, 1.831], [-0.480, -1.935, 2.162], [0.566, -0.791, 0.204], [1.732, -1.291, 1.399], [1.703, -3.539, -0.215], [2.891, -2.310, -0.338], [2.421, -0.347, -1.526], [0.777, -0.172, -2.171], [2.080, -0.731, -3.227], [-0.919, 2.293, 0.438], [-2.392, 1.572, -0.277], [-2.079, 0.525, -1.311], [-1.339, 1.224, -2.783], [-2.977, 2.382, -0.707], [-2.955, 1.123, 0.540], [-3.002, 0.036, -1.617], [-1.400, -0.235, -0.927], [5.352, 1.851, 0.662], [6.164, 0.691, 1.746], [6.320, -0.659, 1.102], [4.758, -1.504, 0.888], [5.597, 0.640, 2.672], [7.158, 1.086, 1.946], [6.935, -1.294, 1.736], [6.786, -0.580, 0.123], [8.580, 3.253, -2.439], [7.687, 4.793, -2.554], [6.371, 4.742, -1.820], [5.202, 3.650, -2.604], [7.544, 5.016, -3.609], [8.319, 5.561, -2.110], [5.923, 5.734, -1.806], [6.506, 4.397, -0.797], [-5.176, -3.369, 2.660], [-5.056, -3.226, 0.884], [-3.665, -2.874, 0.425], [-3.182, -1.222, 0.910], [-5.776, -2.475, 0.566], [-5.344, -4.191, 0.465], [-3.587, -2.921, -0.650], [-2.927, -3.561, 0.837], [-3.940, 6.334, -0.269], [-2.741, 5.472, 0.740], [-1.992, 6.402, 1.658], [-0.905, 7.499, 0.769], [-2.066, 4.944, 0.071], [-3.289, 4.740, 1.332], [-1.373, 5.810, 2.331], [-2.672, 7.014, 2.245], [-8.023, 3.859, 1.194], [-7.553, 5.326, 0.284], [-8.447, 6.497, 0.597], [-10.103, 6.263, -0.016], [-7.576, 5.078, -0.774], [-6.529, 5.561, 0.566], [-8.051, 7.393, 0.121], [-8.520, 6.666, 1.669], [-7.292, -4.584, -2.096], [-8.824, -3.698, -1.868], [-9.709, -4.345, -0.832], [-10.343, -5.918, -1.379], [-9.320, -3.642, -2.834], [-8.564, -2.691, -1.544], [-10.568, -3.703, -0.638], [-9.172, -4.509, 0.099], [-12.609, 3.947, 5.236], [-12.589, 4.055, 3.455], [-11.244, 4.471, 2.919], [-10.850, 6.160, 3.327], [-13.366, 4.756, 3.159], [-12.838, 3.066, 3.074], [-11.242, 4.403, 1.832], [-10.447, 3.843, 3.310], [10.082, 3.526, 1.403], [10.986, 2.509, 2.554], [11.142, 1.097, 2.049], [9.579, 0.238, 1.995], [10.458, 2.533, 3.504], [11.970, 2.958, 2.683], [11.796, 0.535, 2.715], [11.557, 1.075, 1.045], [3.032, -5.184, 1.101], [4.605, -5.198, 1.944], [5.737, -5.585, 1.029], [5.652, -7.296, 0.528], [4.521, -5.878, 2.789], [4.773, -4.187, 2.312], [6.682, -5.449, 1.550], [5.740, -4.974, 0.129], [-4.031, -3.864, -2.832], [-4.045, -3.481, -4.563], [-3.111, -2.341, -4.818], [-3.718, -0.835, -4.095], [-5.071, -3.268, -4.856], [-3.707, -4.361, -5.110], [-3.021, -2.182, -5.893], [-2.122, -2.528, -4.405], [8.501, -3.143, 0.709], [9.858, -4.011, -0.061], [11.158, -3.262, 0.097], [11.177, -1.742, -0.835], [9.604, -4.158, -1.108], [9.937, -4.983, 0.424], [11.977, -3.877, -0.273], [11.341, -3.012, 1.139]]
}

***

4.
{
  "formula": "C28H58InN3OP",
  "method": "the ωB97M-V functional and the def2-TZVPD basis",
  "homo_ev": -3.372,
  "total_charge": -1,
  "e_tot_ev": -50955.5175,
  "homo_lumo_gap_ev": 5.624,
  "spin_multiplicity": 1,
  "symbols": ["C", "C", "C", "C", "C", "C", "C", "C", "C", "C", "C", "C", "C", "C", "C", "In", "C", "C", "C", "O", "C", "C", "P", "C", "C", "H", "H", "H", "H", "H", "H", "H", "H", "H", "H", "H", "H", "H", "H", "H", "H", "H", "H", "H", "H", "H", "H", "H", "H", "H", "H", "H", "H", "H", "H", "H", "H", "H", "H", "H", "H", "H", "H", "H", "H", "H", "H", "H", "H", "H", "H", "H", "H", "H", "C", "C", "N", "H", "H", "H", "C", "C", "N", "H", "H", "H", "C", "C", "N", "H", "H", "H"],
  "xyz": [[7.889, 0.159, 2.390], [7.889, 0.732, 0.974], [6.625, 0.374, 0.195], [6.464, -1.136, -0.060], [6.091, -1.525, -1.500], [4.606, -1.824, -1.676], [3.709, -0.648, -1.308], [2.236, -0.906, -1.610], [1.301, 0.306, -1.473], [1.644, 1.352, -0.401], [0.392, 1.949, 0.257], [-0.164, 3.154, -0.537], [-1.643, 2.993, -0.910], [-2.587, 3.088, 0.299], [-3.829, 2.183, 0.153], [-4.017, 0.366, 1.414], [-6.091, 0.259, 2.214], [-2.690, 0.354, 3.223], [-1.192, 0.545, 3.077], [-0.552, -0.517, 2.362], [0.303, -1.295, 3.165], [0.557, -2.628, 2.501], [-3.877, -1.579, -0.228], [-4.677, -3.073, 0.527], [-2.153, -2.186, -0.468], [8.090, -0.914, 2.393], [6.919, 0.317, 2.868], [8.647, 0.635, 3.014], [8.758, 0.353, 0.424], [7.981, 1.820, 1.026], [6.634, 0.907, -0.761], [5.762, 0.756, 0.749], [7.384, -1.650, 0.236], [5.684, -1.521, 0.604], [6.362, -0.707, -2.179], [6.670, -2.402, -1.800], [4.423, -2.096, -2.722], [4.343, -2.683, -1.048], [4.056, 0.260, -1.820], [3.824, -0.444, -0.239], [2.160, -1.281, -2.636], [1.875, -1.722, -0.975], [1.204, 0.795, -2.447], [0.305, -0.077, -1.248], [2.192, 2.188, -0.854], [2.304, 0.922, 0.357], [0.636, 2.261, 1.275], [-0.375, 1.175, 0.358], [-0.050, 4.067, 0.060], [0.429, 3.308, -1.447], [-1.765, 2.028, -1.416], [-1.922, 3.760, -1.639], [-2.924, 4.130, 0.374], [-2.023, 2.892, 1.217], [-4.744, 2.761, 0.320], [-3.879, 1.841, -0.888], [-6.100, -0.387, 3.098], [-6.472, 1.248, 2.480], [-6.751, -0.192, 1.468], [-2.870, -0.590, 3.756], [-3.040, 1.158, 3.886], [-0.691, 0.628, 4.056], [-0.969, 1.475, 2.543], [1.257, -0.764, 3.312], [-0.154, -1.445, 4.154], [-0.372, -3.194, 2.425], [0.934, -2.479, 1.486], [1.275, -3.213, 3.080], [-5.713, -2.787, 0.733], [-4.699, -3.887, -0.205], [-4.201, -3.424, 1.448], [-1.602, -2.372, 0.453], [-1.623, -1.435, -1.057], [-2.172, -3.106, -1.063], [-3.944, 0.391, -3.075], [-2.594, -0.123, -2.905], [-1.567, -0.566, -2.650], [-3.922, 1.478, -3.142], [-4.393, -0.023, -3.977], [-4.534, 0.095, -2.207], [1.805, 4.981, -3.908], [0.348, 4.951, -3.889], [-0.797, 4.932, -3.831], [2.172, 5.486, -3.017], [2.192, 3.963, -3.920], [2.157, 5.510, -4.792], [-7.792, -5.175, 0.315], [-8.473, -3.901, 0.136], [-9.033, -2.909, -0.008], [-8.525, -5.980, 0.344], [-7.101, -5.348, -0.508], [-7.225, -5.171, 1.244]]
}